Record 1
A 2-piece molecular cluster, C27H54BN3O10S overall. Source: the OMol25 dataset; level of theory: ωB97M-V/def2-TZVPD.

XYZ file:
```
96
Properties=species:S:1:pos:R:3:forces:R:3:lowdin_charge:R:1
C -0.3910 -2.5599 2.4035 0.144 -0.045 -0.023 -0.08
C -0.1388 -1.2027 1.7551 -0.203 0.116 -0.034 -0.22
C -0.1068 -1.2735 0.2274 0.098 -0.236 0.123 -0.21
N 1.1910 -1.7114 -0.2954 -0.075 0.084 -0.381 0.04
C 2.3038 -0.7518 -0.4896 0.334 -0.244 0.269 -0.33
C 1.8635 0.6963 -0.2436 -0.284 0.137 -0.562 -0.10
C 2.8939 1.8293 -0.1484 -0.027 -0.104 0.198 -0.17
C 2.2924 2.9858 0.6541 0.272 0.189 -0.081 -0.19
C 1.4911 3.9615 -0.2159 0.091 0.152 0.111 -0.21
C 0.3310 4.5761 0.5673 -0.091 -0.127 -0.328 -0.20
C -0.7881 3.5383 0.6932 -0.286 0.306 0.170 -0.21
C -1.6200 3.3953 -0.5940 0.165 0.008 -0.124 -0.18
C -1.8862 1.9350 -1.0076 -0.064 0.052 -0.163 -0.19
C -3.3574 1.5739 -1.2909 -0.132 0.053 -0.015 -0.18
C -3.8779 0.3429 -0.5164 -0.088 0.089 -0.166 -0.18
C -4.3170 -0.8470 -1.3933 0.097 -0.041 0.113 -0.16
C -3.7114 -2.1611 -0.9460 -0.096 -0.103 -0.127 -0.24
O -4.0554 -2.3658 0.4120 0.062 -0.008 -0.173 -0.23
C -3.7385 -3.6475 0.9091 0.040 -0.166 0.044 -0.10
C 3.4792 -1.0816 0.4819 0.143 0.217 0.244 -0.26
C 3.3919 -2.3708 1.2928 0.182 0.057 0.317 -0.18
S 3.6420 -3.9408 0.5108 -0.141 0.264 -0.272 0.67
O 5.0321 -4.0693 0.1764 0.044 -0.112 -0.009 -0.34
O 2.9719 -4.9413 1.2907 -0.016 -0.166 0.163 -0.35
O 4.6953 -0.9980 -0.2574 -0.063 -0.124 -0.068 -0.03
C 4.4783 -0.9054 -1.6645 0.172 -0.034 0.095 -0.44
N 5.1722 -2.0411 -2.2835 0.020 0.107 -0.199 0.12
C 5.0835 0.4544 -2.1083 -0.102 -0.129 0.010 -0.08
O 4.1910 1.1185 -3.0142 0.152 0.081 0.190 -0.12
N 4.8663 2.1208 -3.7127 -0.058 -0.078 0.039 -0.02
O 4.1145 2.7610 -4.3309 -0.022 0.111 -0.160 0.08
C 2.9710 -1.0911 -1.8409 -0.323 -0.286 0.018 -0.06
B 2.2983 -0.8248 -3.2535 0.280 0.404 0.048 -0.47
C 0.7775 -0.5059 -3.4750 0.001 0.267 0.004 0.02
O 3.0634 -1.0210 -4.3898 -0.584 -0.715 -0.152 0.13
H 0.4349 -3.2559 2.2292 -0.047 0.021 -0.006 0.07
H -1.2881 -3.0183 1.9836 0.064 0.052 0.037 0.04
H -0.5357 -2.4678 3.4815 0.046 0.013 -0.025 0.08
H -0.9325 -0.5080 2.0510 0.108 -0.040 0.044 0.09
H 0.8025 -0.7805 2.1248 -0.100 0.036 0.012 0.10
H -0.4624 -0.3373 -0.2189 0.172 -0.135 0.050 0.08
H -0.8213 -2.0444 -0.0802 0.065 0.073 0.012 0.10
H 1.0382 -2.1896 -1.1716 -0.102 0.028 0.011 0.10
H 1.1625 0.9703 -1.0379 -0.096 -0.002 0.091 0.11
H 1.2791 0.7107 0.6801 0.126 -0.077 -0.005 0.10
H 3.8297 1.5047 0.3186 -0.149 -0.052 -0.017 0.10
H 3.1336 2.2012 -1.1464 0.131 -0.118 0.028 0.10
H 1.6551 2.5818 1.4483 0.118 0.070 -0.017 0.10
H 3.0935 3.5416 1.1512 -0.082 0.000 0.021 0.12
H 2.1663 4.7359 -0.5949 -0.053 -0.046 -0.003 0.11
H 1.1008 3.4464 -1.1040 -0.021 0.002 0.099 0.11
H -0.0533 5.4599 0.0442 0.020 -0.037 0.113 0.11
H 0.6818 4.9074 1.5496 -0.035 -0.049 -0.039 0.11
H -1.4515 3.8047 1.5195 0.100 -0.114 0.025 0.10
H -0.3493 2.5689 0.9496 -0.058 0.094 0.070 0.08
H -1.0841 3.9003 -1.4053 -0.141 0.010 0.013 0.10
H -2.5734 3.9238 -0.4799 0.138 -0.017 -0.005 0.10
H -1.3077 1.7276 -1.9150 0.103 -0.128 0.184 0.10
H -1.5038 1.2721 -0.2241 -0.084 0.153 -0.094 0.07
H -3.9867 2.4409 -1.0593 0.082 -0.096 -0.005 0.10
H -3.4881 1.4000 -2.3632 -0.034 0.045 0.056 0.10
H -4.7344 0.6548 0.0887 0.139 -0.113 0.089 0.10
H -3.1026 -0.0017 0.1760 -0.087 0.056 0.034 0.09
H -4.0201 -0.6731 -2.4322 -0.094 -0.058 0.034 0.11
H -5.4034 -0.9659 -1.3625 0.036 0.092 -0.141 0.12
H -4.1049 -2.9871 -1.5538 0.065 0.048 -0.026 0.13
H -2.6162 -2.1437 -1.0587 -0.133 -0.013 -0.002 0.11
H -3.0765 -4.1942 0.2289 -0.009 0.043 0.062 0.09
H -3.2295 -3.5395 1.8687 -0.107 -0.054 -0.030 0.06
H -4.6492 -4.2363 1.0575 0.027 0.007 -0.059 0.09
H 3.5430 -0.2968 1.2437 -0.085 -0.047 0.029 0.15
H 2.4452 -2.4266 1.8279 0.038 0.014 -0.101 0.08
H 4.2078 -2.3740 2.0252 -0.056 0.028 -0.018 0.12
H 2.9431 -3.8132 -0.6399 0.042 -0.045 -0.071 0.07
H 5.5721 -1.7741 -3.1763 0.124 0.015 0.102 0.08
H 5.9203 -2.3537 -1.6722 -0.087 -0.048 0.007 0.09
H 5.2382 1.0781 -1.2308 -0.081 -0.015 0.011 0.12
H 6.0527 0.3030 -2.5849 -0.072 0.007 -0.096 0.13
H 2.9149 -2.1980 -1.8403 0.061 0.092 -0.080 0.13
H 0.2416 -1.4560 -3.6073 0.070 0.017 -0.009 0.08
H 0.6443 0.0508 -4.4069 -0.026 -0.037 0.049 0.08
H 0.2855 0.0278 -2.6608 -0.005 -0.042 -0.037 0.03
H 3.5918 -1.8270 -4.3546 0.376 0.313 0.165 0.10
C -4.7515 -0.9359 2.9428 0.088 0.125 -0.021 -0.01
C -4.2197 0.2354 3.7232 -0.159 -0.010 0.074 -0.31
C -4.7667 1.5961 3.3295 -0.033 -0.066 -0.036 -0.08
O -3.6716 2.4688 3.6247 0.054 0.056 -0.054 0.07
C -2.5291 1.7457 3.5635 0.053 -0.046 -0.062 -0.56
O -1.4326 2.2046 3.5721 -0.030 -0.029 0.076 0.16
O -2.8117 0.4268 3.4746 0.029 -0.013 0.066 0.07
H -4.4638 -0.8706 1.8942 -0.076 0.029 0.168 0.06
H -4.3644 -1.8730 3.3421 -0.012 0.008 0.010 0.09
H -5.8409 -0.9590 3.0086 -0.007 -0.013 0.035 0.10
H -4.3384 0.0788 4.7995 0.020 0.032 0.010 0.16
H -5.6386 1.9070 3.8985 0.033 0.016 0.040 0.14
H -4.9809 1.6479 2.2585 -0.012 -0.011 0.011 0.13
```
Positions in Å, forces in eV/Å.

Calculated values
Lowest unoccupied orbital energy, eV: 0.2
HOMO-LUMO gap, eV: 9.343
HOMO energy, eV: -9.12

Record 2
C27H54MoP2Si as an isolated structure in a non-equilibrium geometry. Source: the OMol25 dataset; level of theory: ωB97M-V/def2-TZVPD.

XYZ file:
```
85
Properties=species:S:1:pos:R:3:forces:R:3:lowdin_charge:R:1
Mo -1.0930 0.4328 -2.5182 -2.599 -1.054 4.327 1.54
C -1.9847 1.3582 -0.5856 -0.498 -1.391 1.767 -0.30
C -2.9303 0.5665 -1.3888 0.815 -0.959 1.043 -0.35
C -2.0266 -0.8106 0.2480 -0.537 0.278 -0.794 -0.17
C -1.5335 0.4904 0.4855 -0.684 1.100 -1.584 -0.18
C -2.7345 -0.8256 -0.9995 -0.419 1.738 0.521 -0.24
C -1.8466 2.8330 -0.6133 -0.041 0.619 0.062 -0.04
H -1.9406 3.2323 -1.6313 -0.132 0.026 0.351 0.08
H -0.8654 3.1514 -0.2356 -0.260 -0.067 -0.060 0.07
H -2.6287 3.2709 0.0215 0.163 0.196 -0.180 0.11
C -0.9982 0.9637 1.7772 -0.005 0.363 0.620 -0.07
H -0.6570 2.0066 1.7283 0.036 -0.441 0.055 0.06
H -0.1571 0.3501 2.1465 0.032 0.057 -0.136 0.00
H -1.7887 0.9185 2.5456 0.077 -0.033 -0.239 0.12
C -2.1311 -1.8702 1.2787 0.252 -0.723 0.285 -0.01
H -3.1432 -1.8832 1.7238 0.276 0.093 -0.246 0.12
H -1.4300 -1.7384 2.1148 -0.093 0.074 -0.318 0.05
H -1.9642 -2.8721 0.8624 -0.028 0.202 0.082 0.08
C -3.4919 -1.9768 -1.5358 -0.326 -0.535 -0.431 -0.02
H -4.5246 -1.7078 -1.7938 0.230 -0.067 0.098 0.10
H -3.5277 -2.7953 -0.8112 -0.045 0.108 -0.147 0.09
H -3.0239 -2.3700 -2.4452 -0.146 -0.101 0.072 0.08
C -3.8578 1.1103 -2.4189 -0.206 0.087 -0.402 -0.02
H -4.7857 1.5293 -2.0033 0.279 -0.105 0.142 0.12
H -4.1373 0.3372 -3.1404 -0.023 0.192 0.116 0.09
H -3.3752 1.9373 -2.9593 -0.134 -0.046 -0.100 0.09
C 0.8512 0.8352 -2.6035 2.639 1.288 -0.565 -0.31
C 0.0569 1.8992 -3.1850 1.810 2.049 -0.144 -0.33
C -0.3264 1.8823 -4.6517 0.763 1.505 -0.385 -0.18
C -1.2038 0.7344 -5.1759 -0.789 -0.388 -1.492 -0.18
C -1.6099 -0.3801 -4.2501 -0.870 -1.563 -1.498 -0.33
C -0.6121 -1.1723 -3.5827 0.594 -2.178 -1.736 -0.30
C 0.8191 -1.1756 -4.1274 -0.569 -1.128 -0.259 -0.17
C 1.6460 -0.0511 -3.5611 0.880 0.463 0.715 -0.17
H 0.5700 1.9673 -5.2848 -0.048 -0.224 0.226 0.13
H -0.7225 0.3295 -6.0741 -0.020 -0.090 0.118 0.13
H -0.8561 2.8303 -4.8566 0.139 -0.437 0.246 0.13
H 2.0763 0.5581 -4.3721 -0.190 -0.053 0.335 0.12
H 1.2427 0.9332 -1.5800 -0.049 0.389 -0.440 0.09
H 0.1376 2.8905 -2.7529 -0.238 -0.030 0.156 0.11
H 2.4939 -0.4696 -3.0130 -0.056 0.081 0.023 0.11
H 1.2729 -2.1434 -3.8798 -0.120 0.214 -0.035 0.11
H -0.9133 -2.0614 -3.0163 -0.157 0.084 -0.503 0.10
H 0.7977 -1.1189 -5.2268 -0.132 -0.062 0.326 0.12
H -2.1393 1.1750 -5.5413 0.180 -0.085 0.083 0.12
H -2.5763 -0.8374 -4.4530 -0.013 0.203 0.171 0.13
P 2.1964 1.9903 1.2237 0.621 0.043 -0.099 0.80
C 2.4993 3.0126 2.7276 -0.137 -0.025 -0.063 -0.29
H 3.4679 3.5259 2.6560 -0.255 -0.084 0.128 0.05
H 2.4699 2.3827 3.6276 0.120 0.279 -0.167 0.00
H 1.6958 3.7597 2.7995 0.239 -0.152 0.104 0.05
C 3.8593 1.2485 0.9538 0.008 -0.098 0.070 -0.29
H 4.6524 1.9460 1.2598 -0.130 -0.248 -0.147 0.06
H 3.9640 1.0250 -0.1174 0.041 -0.006 0.298 0.04
H 3.9497 0.3094 1.5140 0.146 0.219 -0.164 0.01
C 2.3230 3.3153 -0.0503 -0.268 0.056 -0.037 -0.29
H 2.4009 2.8577 -1.0464 0.007 0.178 0.246 0.03
H 3.2057 3.9447 0.1372 -0.251 -0.163 -0.100 0.06
H 1.4197 3.9402 -0.0256 0.274 -0.047 -0.048 0.03
P 1.6613 -3.1826 -0.4341 -1.636 2.039 -1.278 0.79
C 0.4375 -4.5197 -0.6576 -0.006 -0.646 -0.452 -0.30
H 0.8512 -5.5258 -0.8102 -0.107 0.163 0.224 0.04
H -0.0951 -4.2451 -1.5913 0.121 -0.309 0.580 0.02
H -0.2932 -4.5501 0.1761 0.485 0.100 -0.460 0.03
C 3.2336 -3.4665 -1.3097 0.573 -0.520 0.264 -0.30
H 2.9923 -3.6067 -2.3855 0.089 0.137 0.692 0.04
H 3.8165 -4.3310 -0.9670 -0.040 0.134 -0.133 0.04
H 3.8612 -2.5564 -1.2068 -0.437 -0.500 -0.092 0.04
C 1.7624 -2.8020 1.3374 0.650 -0.207 0.794 -0.35
H 2.5821 -3.2760 1.8968 -0.192 -0.062 0.006 0.05
H 0.8024 -3.0703 1.8279 0.544 0.191 -0.551 0.02
H 1.9247 -1.7060 1.3934 -0.179 -0.328 0.102 0.00
C 0.5214 -2.3806 4.4375 -0.403 0.134 -1.205 -0.17
Si 1.2573 -0.6877 4.0824 1.403 -0.915 3.023 0.87
C 0.6401 0.5865 5.3145 -0.755 0.368 -1.174 -0.16
C 3.1383 -0.7655 4.0635 -0.258 0.424 -1.248 -0.17
H -0.5459 -2.4139 4.1711 0.254 -0.159 0.244 0.04
H 0.6184 -2.5728 5.5162 0.030 0.426 -0.089 0.07
H 1.0448 -3.1840 3.9021 -0.160 0.312 0.208 0.03
H 0.8280 1.6139 4.9708 -0.064 -0.238 0.276 0.03
H -0.4421 0.4622 5.4757 0.342 0.110 0.017 0.05
H 1.1584 0.4281 6.2735 0.107 -0.188 -0.370 0.07
H 3.4674 -1.1443 5.0435 -0.407 0.041 -0.046 0.07
H 3.5077 -1.4517 3.2881 -0.034 0.188 0.297 0.03
H 3.5910 0.2230 3.9028 -0.073 -0.296 0.104 0.03
```
Positions in Å, forces in eV/Å.

Calculated values
Spin multiplicity: 3
Lowest unoccupied orbital energy (alpha / beta), eV: -8.0 / -8.0
HOMO-LUMO gap (alpha / beta), eV: 4.331 / 4.252
HOMO energy (alpha / beta), eV: -12.29 / -12.25
Expectation value of S²: 2.0251
Total charge: +2
Energy relative to the best compared isomer or geometry (same formula, charge and spin), eV: 5.681

Record 3
A 4-piece molecular cluster, C27H54N5O4 overall in a non-equilibrium geometry. Source: the OMol25 dataset; level of theory: ωB97M-V/def2-TZVPD.

XYZ file:
```
90
Properties=species:S:1:pos:R:3:forces:R:3:lowdin_charge:R:1
C -0.4665 -4.2412 2.4986 -0.349 -0.025 0.505 -0.04
C -1.7900 -5.1360 2.1199 0.960 -5.549 -1.423 -0.32
O -1.6082 -6.4177 1.7550 -1.346 7.813 1.824 -0.06
N -3.1964 -4.5704 2.2091 3.200 0.331 -1.009 0.00
C -3.8699 -4.4843 0.8550 -1.785 -0.384 -0.970 -0.22
C -5.3553 -3.7816 1.0566 0.025 0.733 0.261 -0.17
C -5.2402 -2.1882 1.4845 0.730 -0.078 -0.626 -0.17
C -4.4055 -1.3394 0.3120 -2.907 0.060 0.138 -0.17
N -2.9236 -1.2969 0.5998 0.380 2.557 -1.733 0.11
C -2.1284 -0.3675 -0.0174 1.066 -0.764 -0.156 -0.13
N -2.5239 0.6785 -1.0171 -0.121 -3.136 2.117 0.03
C -1.9586 0.3445 -2.3770 2.024 -0.600 -0.857 -0.16
C -0.2966 0.3902 -2.1904 -0.853 0.970 -0.089 -0.12
C 0.2113 -0.5496 -0.9444 1.426 -0.443 -1.215 -0.26
C 0.3689 -2.1380 -1.4462 0.425 -1.543 -1.215 -0.14
C 1.3789 -2.3845 -2.7096 -2.051 -4.361 1.500 0.00
C 1.5332 -3.9652 -3.2260 -3.022 0.901 3.679 -0.01
C 0.6471 -5.1105 -2.4079 -0.070 4.762 1.041 -0.02
C -0.2923 -4.5616 -1.1831 1.511 0.929 -2.005 -0.09
N -0.4618 -3.1465 -0.7073 3.874 -1.529 -4.808 0.01
N -0.6227 -0.4529 0.3140 -2.974 0.526 -1.390 0.05
H 0.3067 -4.1726 1.6033 -2.051 -0.172 1.746 0.08
H 0.1149 -4.7569 3.3871 -1.425 0.974 -1.767 0.10
H -0.8106 -3.1648 2.8390 0.876 -2.066 -0.721 0.07
H -3.0884 -3.6274 2.6638 -0.381 -1.204 -0.736 0.08
H -3.2410 -3.9140 0.0372 -1.098 -0.923 1.588 0.10
H -4.0829 -5.5622 0.3956 0.735 2.255 1.373 0.15
H -5.9663 -4.3264 1.9055 1.364 0.930 -1.818 0.13
H -5.9773 -3.8103 0.0549 1.350 -0.127 1.980 0.12
H -6.3080 -1.6929 1.6102 2.344 -1.128 -0.237 0.13
H -4.6285 -2.0583 2.4778 -1.381 -0.208 -1.697 0.11
H -4.9176 -0.2611 0.3003 1.653 -2.162 0.116 0.14
H -4.6799 -1.8150 -0.7425 1.105 0.884 2.165 0.15
H -2.5465 -2.0223 1.2818 -0.033 1.514 -1.379 0.15
H -3.5329 0.9184 -1.0282 0.837 -0.675 0.034 0.12
H -2.2625 -0.7428 -2.7634 0.435 2.394 0.864 0.14
H -2.2929 1.1603 -3.1449 0.599 -1.596 1.609 0.14
H -0.0382 1.5312 -1.9482 -0.478 -2.541 -0.478 0.13
H 0.2072 0.1014 -3.2103 -0.946 0.440 2.164 0.12
H 1.3039 -0.1598 -0.6623 -2.443 -0.981 -0.485 0.17
H 1.9878 -1.5576 -3.2800 -1.435 -1.700 1.499 0.10
H 2.2071 -4.2741 -4.1316 -1.410 0.779 1.984 0.09
H 0.6576 -6.2613 -2.6663 0.041 2.745 0.563 0.10
H -0.9478 -5.3891 -0.6241 1.593 2.141 -1.185 0.10
H -0.4376 0.4283 0.8399 0.215 -0.655 -0.625 0.12
C 1.7404 4.0046 0.8967 0.055 0.002 -0.077 -0.07
C 1.1783 3.3095 2.1264 0.111 0.137 -0.109 -0.27
O 1.5299 1.9306 2.2093 -0.324 -0.283 -0.156 -0.19
C 2.9229 1.6337 2.2727 0.123 -0.016 0.124 -0.28
C 3.6185 2.2514 3.4739 -0.062 0.091 0.121 -0.07
H 1.4025 3.4997 -0.0167 0.002 0.092 0.110 0.07
H 1.4116 5.0488 0.8647 -0.011 -0.178 0.004 0.08
H 2.8319 3.9984 0.8879 -0.043 0.073 0.039 0.07
H 0.0853 3.3527 2.0846 0.109 -0.222 0.067 0.10
H 1.4720 3.8303 3.0426 0.051 0.016 -0.046 0.11
H 3.4134 1.9256 1.3383 0.029 0.101 0.018 0.09
H 3.0093 0.5427 2.3375 -0.253 0.157 -0.037 0.12
H 3.5706 3.3427 3.4583 0.098 -0.071 -0.051 0.07
H 4.6734 1.9616 3.4935 -0.143 0.015 -0.018 0.08
H 3.1458 1.9165 4.4036 0.086 -0.001 -0.145 0.09
C 5.5994 -3.2605 -2.3878 -0.146 -0.017 -0.042 -0.09
C 6.7518 -2.2693 -2.3640 -0.082 -0.021 -0.048 -0.27
O 6.3660 -0.9419 -2.7120 -0.119 0.128 -0.032 -0.16
C 5.3868 -0.3266 -1.8782 0.270 -0.019 -0.064 -0.28
C 5.8202 -0.2026 -0.4273 0.139 -0.052 0.102 -0.07
H 5.1303 -3.2789 -3.3792 0.132 -0.019 0.127 0.08
H 5.9570 -4.2676 -2.1482 -0.034 0.154 -0.062 0.08
H 4.8236 -3.0014 -1.6648 0.031 -0.067 0.063 0.06
H 7.4986 -2.5823 -3.1005 -0.108 0.291 0.028 0.12
H 7.2563 -2.2741 -1.3932 -0.060 -0.035 0.058 0.11
H 4.4329 -0.8575 -1.9620 -0.073 -0.111 0.093 0.09
H 5.2161 0.6782 -2.2824 0.187 -0.224 -0.126 0.12
H 5.9981 -1.1779 0.0316 -0.102 0.055 0.003 0.07
H 5.0497 0.3085 0.1578 0.060 -0.023 -0.057 0.06
H 6.7522 0.3683 -0.3539 -0.165 -0.045 -0.034 0.09
C -3.8164 7.6119 0.1837 -0.083 0.011 0.142 -0.08
C -2.3610 7.2531 -0.0702 -0.149 0.089 0.057 -0.27
O -1.8189 6.3608 0.9003 0.107 -0.247 0.102 -0.16
C -2.4541 5.0900 1.0187 0.084 0.263 -0.035 -0.27
C -2.4268 4.2787 -0.2656 0.031 0.023 -0.190 -0.08
H -3.9325 8.0604 1.1780 0.047 -0.041 -0.215 0.09
H -4.1706 8.3248 -0.5684 0.085 -0.094 0.126 0.08
H -4.4655 6.7351 0.1438 -0.020 0.034 -0.091 0.06
H -1.7615 8.1679 -0.0249 0.072 -0.269 0.148 0.12
H -2.2250 6.8455 -1.0762 -0.061 -0.041 -0.046 0.10
H -3.4779 5.2131 1.3870 -0.041 -0.031 -0.083 0.11
H -1.9119 4.5386 1.7959 0.024 0.303 -0.067 0.10
H -2.9610 4.7783 -1.0770 -0.041 -0.058 0.069 0.07
H -2.8927 3.3012 -0.1083 0.065 0.083 0.031 0.05
H -1.3948 4.1252 -0.5992 -0.086 -0.016 0.069 0.07
```
Positions in Å, forces in eV/Å.

Calculated values
Lowest unoccupied orbital energy, eV: -3.9
HOMO-LUMO gap, eV: 7.584
HOMO energy, eV: -11.45
Total charge: +1
Energy relative to the best compared isomer or geometry (same formula, charge and spin), eV: 6.920